A molecular structure, C30H51BMoN7O in a non-equilibrium geometry. Source: the Open Molecules 2025 dataset; level of theory: wB97M-V/def2-TZVPD.

Properties
- F_max (eV/Å) = 3.67
- charge = +3
- frontier orbital gap (spin up / spin down) (eV) = 6.088 / 6.698
- multiplicity = 3
- total energy (Eh) = -1724.494844
- LUMO level (spin up / spin down) (eV) = -11.24 / -10.64
- ⟨S²⟩ = 2.014

XYZ file:
```
91
Properties=species:S:1:pos:R:3:lowdin_charge:R:1
Mo 0.1524 -0.0444 0.0668 1.8332
C 2.8174 0.8268 -4.5684 0.0214
C 1.7544 1.0810 -3.5783 -0.2037
C 0.7199 2.0100 -3.6610 0.0802
C -0.0113 1.9040 -2.4868 -0.1839
N 0.5348 0.9185 -1.7249 -0.0478
N 1.6232 0.4426 -2.4018 0.0353
B 2.6307 -0.4876 -1.7116 -0.4835
N 1.9407 -1.8252 -1.3778 0.0472
N 1.0207 -1.8249 -0.3805 -0.0616
C 0.8754 -3.1038 0.0507 -0.1832
C 1.6796 -3.9216 -0.7238 0.1052
C 2.3445 -3.0828 -1.6264 -0.1892
C 3.2813 -3.4541 -2.6994 0.0299
C -0.0673 -3.4676 1.1628 -0.5250
C 0.3375 -4.7979 1.8111 -0.0120
C -1.4681 -3.6038 0.5509 -0.0111
C -0.0503 -2.3545 2.2207 -0.0043
N 2.9835 0.1709 -0.3506 0.0477
N 2.0277 0.5441 0.5671 -0.0744
C 2.6715 1.1248 1.6104 -0.1864
C 4.0360 1.1008 1.3575 0.0804
C 4.2060 0.4957 0.1155 -0.2023
C 5.4742 0.2216 -0.5866 0.0217
C 2.0250 1.7194 2.8360 -0.5379
C 2.5445 0.9725 4.0738 -0.0103
C 2.4263 3.2015 2.9177 -0.0116
C 0.4943 1.6366 2.8149 -0.0612
C -1.1798 2.7863 -2.1405 -0.5228
C -2.3465 2.4383 -3.0805 -0.0118
C -0.7837 4.2558 -2.3626 -0.0150
C -1.6196 2.6080 -0.6818 -0.0296
H 2.6114 1.3810 -5.4803 0.1055
H 3.7919 1.1478 -4.1972 0.1053
H 2.8889 -0.2317 -4.8125 0.0977
H 0.5402 2.6753 -4.4794 0.1377
H 3.5845 -0.6669 -2.3671 0.1274
H 1.7880 -4.9835 -0.6511 0.1409
H 3.1770 -4.5125 -2.9207 0.1085
H 3.0910 -2.8797 -3.6034 0.0988
H 4.3156 -3.2761 -2.4043 0.1110
H 0.1170 -5.6275 1.1468 0.1010
H 1.3964 -4.8175 2.0502 0.1030
H -0.2217 -4.9537 2.7296 0.1052
H -1.4693 -4.3433 -0.2440 0.1083
H -2.1780 -3.9341 1.3027 0.1048
H -1.7985 -2.6524 0.1260 0.0507
H 0.8430 -2.4250 2.8388 0.1099
H -0.0473 -1.3339 1.7236 0.0062
H -0.9227 -2.4296 2.8688 0.1136
H 4.8182 1.4662 1.9869 0.1380
H 6.3103 0.5546 0.0215 0.1055
H 5.5892 -0.8443 -0.7772 0.1015
H 5.5262 0.7360 -1.5453 0.1032
H 3.6213 1.0694 4.1589 0.0965
H 2.1041 1.3940 4.9723 0.1037
H 2.2964 -0.0867 4.0300 0.0884
H 3.5014 3.3098 3.0084 0.0954
H 2.0979 3.7486 2.0362 0.0978
H 1.9750 3.6556 3.7950 0.1023
H 0.1522 0.5952 2.8998 0.0606
H 0.1052 2.1714 3.6800 0.1109
H 0.0914 2.1360 1.9211 0.0606
H -2.0771 2.6433 -4.1113 0.0987
H -2.6186 1.3864 -3.0020 0.0874
H -3.2128 3.0482 -2.8403 0.1025
H -0.4369 4.4293 -3.3747 0.0894
H -1.6504 4.8919 -2.2061 0.1028
H -0.0016 4.5657 -1.6742 0.1009
H -2.3975 1.8467 -0.6091 0.0567
H -0.7483 2.3526 -0.0394 0.0489
H -2.0396 3.5390 -0.3054 0.1118
O -1.6372 -0.1682 0.3760 -0.2776
C -2.8970 -0.1030 0.6482 -0.3420
C -3.8509 -0.7342 -0.3193 -0.0786
C -4.9527 -1.5162 0.4087 -0.1560
C -6.1197 -0.6084 0.7991 -0.1715
C -5.6767 0.7728 1.2739 -0.1620
C -4.5833 0.7320 2.3322 -0.1116
N -3.2557 0.4817 1.7767 0.1695
H -3.2695 -1.3768 -0.9881 0.1297
H -4.3248 0.0250 -0.9489 0.1439
H -4.5271 -2.0105 1.2824 0.1192
H -5.3206 -2.2947 -0.2563 0.1319
H -6.6988 -1.1062 1.5753 0.1292
H -6.7855 -0.4784 -0.0538 0.1305
H -6.5401 1.2882 1.6900 0.1354
H -5.3317 1.3790 0.4349 0.1163
H -4.8004 -0.0286 3.0901 0.1494
H -4.5211 1.6949 2.8446 0.1429
H -2.4954 0.8152 2.3701 0.1682
```

3 unconnected molecules or ions with the total composition C30H51ClN3O5PS2 in a non-equilibrium geometry. Source: the Open Molecules 2025 dataset; level of theory: wB97M-V/def2-TZVPD.

Properties
- F_max (eV/Å) = 1.71
- frontier orbital gap (eV) = 9.245
- SMILES = C=C[C@](C[C@H](C)Cl)(O[C@H](CCCCO)[C@](CC)(C[SH](=O)=O)OCCCCCN)[PH2]=S.c1ccncc1.c1ccncc1
- multiplicity = 1
- total energy (Eh) = -3311.996357
- LUMO level (eV) = 0.51

XYZ file:
```
93
Properties=species:S:1:pos:R:3:lowdin_charge:R:1
C -3.6737 1.2092 3.9446 0.0163
C -3.0431 0.7210 2.9207 -0.1628
C -1.7398 -0.0420 2.9792 -0.5536
C -0.6414 0.8351 3.6246 -0.1721
C 0.3862 0.2463 4.5850 -0.6852
C 1.1056 -1.0313 4.1453 -0.1203
Cl -0.4018 0.0513 6.2036 0.5956
O -1.3653 -0.5374 1.7080 -0.2223
C -1.4512 0.2974 0.5455 -0.2164
C -2.6630 -0.2327 -0.2599 -0.1192
C -3.7757 0.7590 -0.6206 -0.1891
C -5.1110 0.0498 -0.8521 -0.1868
C -5.7255 -0.5970 0.3746 -0.2487
O -6.1064 0.4452 1.2768 -0.0736
C -0.0648 0.3294 -0.1923 -0.4125
C 0.0965 1.6769 -0.9076 -0.1592
C -1.0158 2.1206 -1.8530 -0.0702
C 0.0794 -0.8140 -1.2199 -0.1629
S -0.2195 -2.5117 -0.6804 0.7020
O -1.3004 -3.0278 -1.4797 -0.3419
O 1.0516 -3.1946 -0.6093 -0.3554
O 0.9444 0.2979 0.8239 -0.1035
C 2.2667 -0.1579 0.5373 -0.1870
C 3.1655 0.8036 -0.2343 -0.1822
C 4.6348 0.5416 0.0732 -0.2088
C 5.1299 -0.8090 -0.4691 -0.2009
C 5.4725 -1.8424 0.6068 -0.2999
N 5.5374 -3.2294 0.1608 -0.0079
P -2.1713 -1.6771 3.8572 0.4629
S -2.7395 -3.1320 2.6891 0.1858
H -4.5877 1.7709 3.8153 0.0732
H -3.3016 1.1073 4.9562 0.0646
H -3.4620 0.8673 1.9375 0.0827
H -1.1271 1.6614 4.1435 0.1011
H -0.0796 1.2722 2.7937 0.1245
H 1.1236 1.0269 4.7626 0.0947
H 1.1115 -1.7837 4.9324 0.0663
H 2.1420 -0.7966 3.9187 0.0748
H 0.6456 -1.4708 3.2587 0.0686
H -1.6678 1.3297 0.8499 0.1516
H -2.3703 -0.7725 -1.1565 0.0942
H -3.0896 -1.0002 0.3892 0.0958
H -3.9068 1.5015 0.1715 0.1061
H -3.5278 1.2995 -1.5347 0.0916
H -5.8263 0.7937 -1.2131 0.1104
H -5.0090 -0.6964 -1.6447 0.1087
H -6.6024 -1.1813 0.0795 0.1156
H -5.0370 -1.2885 0.8708 0.0977
H -5.9500 0.1498 2.1811 0.0735
H 1.0451 1.6469 -1.4444 0.1031
H 0.2028 2.4162 -0.1088 0.1305
H -1.3885 1.3051 -2.4751 0.0756
H -0.6356 2.8892 -2.5277 0.0810
H -1.8601 2.5626 -1.3249 0.0699
H 1.0692 -0.8190 -1.6717 0.1080
H -0.6505 -0.6727 -2.0144 0.0934
H -0.6732 -2.3183 0.5777 0.0593
H 2.7140 -0.3142 1.5192 0.1155
H 2.2301 -1.1331 0.0621 0.0962
H 3.0438 0.6717 -1.3148 0.1110
H 2.8821 1.8229 0.0382 0.1184
H 4.7795 0.5681 1.1605 0.1128
H 5.2526 1.3321 -0.3509 0.0790
H 4.3613 -1.2526 -1.1149 0.1069
H 6.0117 -0.6505 -1.0973 0.0943
H 4.7274 -1.7867 1.4052 0.1019
H 6.4364 -1.5905 1.0592 0.1062
H 6.0541 -3.3094 -0.7060 0.0613
H 4.6084 -3.5922 -0.0123 0.0612
H -1.0913 -1.9997 4.6723 -0.0579
H -3.1396 -1.2612 4.7694 -0.0160
N 7.6321 1.9524 -1.0395 0.0554
C 8.7089 1.1791 -0.9267 -0.1490
C 10.0051 1.6406 -1.1013 -0.0699
C 10.1939 2.9776 -1.4116 -0.0786
C 9.0807 3.7937 -1.5322 -0.0723
C 7.8268 3.2345 -1.3363 -0.1502
H 8.5258 0.1378 -0.6836 0.1000
H 10.8422 0.9645 -0.9956 0.1020
H 11.1895 3.3760 -1.5564 0.1055
H 9.1771 4.8434 -1.7730 0.1010
H 6.9347 3.8457 -1.4211 0.1042
N -7.0725 0.0581 -3.7757 0.0554
C -8.3351 -0.3552 -3.8382 -0.1523
C -8.7372 -1.4866 -4.5334 -0.0741
C -7.7765 -2.2290 -5.2006 -0.0803
C -6.4572 -1.8089 -5.1441 -0.0710
C -6.1601 -0.6635 -4.4208 -0.1647
H -9.0610 0.2473 -3.3034 0.1034
H -9.7791 -1.7756 -4.5461 0.1001
H -8.0498 -3.1188 -5.7525 0.1047
H -5.6708 -2.3557 -5.6456 0.1015
H -5.1365 -0.3101 -4.3529 0.1017
```

Q: What is the formula in the second record?
A: C30H51ClN3O5PS2

Q: Among the records above, which one has the lowest F_max?
A: C30H51ClN3O5PS2

Q: Among the records above, which one has the lowest F_max?
A: C30H51ClN3O5PS2

Q: Which of these has the lowest multiplicity?
A: C30H51ClN3O5PS2